Molecular formula: C30H30O10
Method: DFT, ωB97M-V/def2-TZVPD

ORCA input file:
```
! wB97M-V def2-TZVPD RIJCOSX def2/J DEFGRID3
* xyz 0 1
O 4.913 -5.838 3.004
C 3.816 -5.065 2.883
C 3.875 -3.841 2.154
C 2.753 -3.059 1.900
C 1.523 -3.473 2.536
O 0.352 -2.773 2.250
C 1.427 -4.559 3.322
C 2.607 -5.377 3.565
H 5.651 -5.753 2.456
H 4.855 -3.585 1.840
H 2.746 -2.217 1.053
H -0.285 -2.915 2.924
H 0.495 -4.884 3.750
H 2.371 -6.229 4.151
O 2.431 3.632 -1.082
C 3.162 2.550 -0.607
C 4.539 2.458 -1.026
C 5.265 1.427 -0.439
C 4.662 0.608 0.549
O 5.420 -0.362 1.118
C 3.323 0.764 1.059
C 2.610 1.744 0.377
H 3.101 4.241 -1.539
H 4.986 3.084 -1.862
H 6.126 1.318 -0.770
H 6.303 -0.407 0.680
H 2.898 0.123 1.571
H 1.547 1.953 0.780
O -0.355 -1.799 -3.987
C 0.579 -0.901 -4.566
C 1.367 -0.122 -3.680
C 2.242 0.832 -4.239
C 2.288 1.003 -5.582
O 2.953 2.147 -6.064
C 1.419 0.275 -6.458
C 0.523 -0.703 -5.937
H -0.565 -1.450 -3.241
H 1.279 -0.202 -2.470
H 2.852 1.226 -3.490
H 2.540 2.441 -7.043
H 1.407 0.281 -7.569
H -0.186 -1.300 -6.598
O -6.369 3.511 1.119
C -6.224 2.487 2.019
C -6.919 1.151 1.924
C -6.739 0.232 2.951
C -5.785 0.519 3.974
O -5.677 -0.369 4.925
C -5.078 1.778 4.079
C -5.189 2.722 3.026
H -7.163 3.280 0.615
H -7.551 0.892 1.010
H -7.330 -0.648 3.099
H -5.750 -1.304 4.843
H -4.529 1.977 4.879
H -4.595 3.556 3.061
O -3.251 3.474 -0.198
C -2.627 2.278 -0.374
C -1.326 2.379 -0.986
C -0.673 1.139 -1.195
C -1.124 -0.165 -0.731
O -0.320 -1.257 -0.905
C -2.392 -0.141 -0.196
C -3.189 1.028 -0.002
H -4.090 3.359 0.204
H -0.937 3.266 -1.198
H 0.228 1.288 -1.805
H -0.055 -1.828 -0.053
H -2.954 -0.904 -0.030
H -4.208 1.007 0.273
*
```

ΔE to the lowest compared entry with this formula, charge and spin   648.30 kJ/mol
HOMO energy   -0.2883 hartree
Kohn-Sham gap   8.15 eV
DFT total energy   -52063.446 eV
SMILES   Oc1ccc(O)cc1.Oc1ccc(O)cc1.Oc1ccc(O)cc1.Oc1ccc(O)cc1.Oc1ccc(O)cc1

***

Molecular formula: C30H31AuN5S3
Method: DFT, ωB97M-V/def2-TZVPD

ORCA input file:
```
! wB97M-V def2-TZVPD RIJCOSX def2/J DEFGRID3
* xyz 1 1
Au -0.366 -0.569 0.500
C 0.103 5.303 -0.464
C 1.359 5.435 0.353
C 1.651 6.600 1.050
C 2.803 6.709 1.819
C 3.689 5.647 1.902
C 3.417 4.476 1.208
C 2.266 4.375 0.443
N 1.995 3.145 -0.248
C 1.022 2.282 0.183
N 0.788 2.315 1.528
C -0.343 1.842 2.238
C -0.973 0.623 1.992
C -2.057 0.226 2.764
C -2.519 1.037 3.787
C -1.894 2.249 4.032
C -0.812 2.669 3.273
C -0.152 3.992 3.556
N 0.388 1.467 -0.586
C 0.657 1.418 -1.972
C -0.314 1.891 -2.855
C -0.146 1.779 -4.225
C 1.000 1.178 -4.727
C 1.965 0.706 -3.852
C 1.821 0.815 -2.469
C 2.903 0.298 -1.558
H -0.484 6.218 -0.414
H -0.518 4.475 -0.107
H 0.330 5.102 -1.514
H 0.964 7.436 0.991
H 3.007 7.628 2.352
H 4.587 5.728 2.498
H 4.092 3.630 1.251
H 2.114 3.155 -1.252
H 1.341 2.995 2.025
H -2.539 -0.722 2.567
H -3.359 0.722 4.391
H -2.249 2.888 4.831
H -0.693 4.527 4.334
H -0.119 4.627 2.667
H 0.877 3.871 3.909
H -1.204 2.350 -2.440
H -0.906 2.155 -4.898
H 1.142 1.079 -5.795
H 2.859 0.236 -4.245
H 3.317 -0.633 -1.947
H 2.537 0.120 -0.547
H 3.724 1.015 -1.482
S 1.341 -1.665 1.686
C 1.550 -2.429 0.122
C 2.509 -3.350 -0.278
C 2.489 -3.774 -1.593
C 1.538 -3.279 -2.483
C 0.615 -2.366 -2.021
N 0.628 -1.972 -0.745
H 3.246 -3.708 0.428
H 3.223 -4.491 -1.935
H 1.515 -3.598 -3.515
H -0.147 -1.929 -2.653
S -2.490 -0.518 -0.750
C -3.177 1.012 -0.857
N -4.129 1.266 -1.749
C -4.878 2.508 -1.579
C -3.897 3.452 -0.902
S -2.860 2.384 0.150
H -4.458 0.520 -2.345
H -5.756 2.329 -0.954
H -5.200 2.884 -2.547
H -4.397 4.188 -0.278
H -3.258 3.961 -1.623
*
```

ΔE to the lowest compared entry with this formula, charge and spin   8.77 kJ/mol
HOMO energy   -0.3875 hartree
Kohn-Sham gap   7.42 eV
DFT total energy   -75258.233 eV

***

Molecular formula: C30H31Br4NO4PSc
Method: DFT, ωB97M-V/def2-TZVPD

ORCA input file:
```
! wB97M-V def2-TZVPD RIJCOSX def2/J DEFGRID3
* xyz 0 1
Sc 0.270 -0.632 -0.324
Br 2.833 0.369 6.048
C 2.622 0.355 4.173
C 3.701 0.604 3.338
Br 5.409 0.968 4.053
C 3.531 0.553 1.948
Br 4.951 0.833 0.740
C 2.301 0.242 1.398
O 2.079 0.108 0.092
C 1.192 -0.005 2.249
O 0.048 -0.335 1.657
C 1.367 0.059 3.622
Br -0.144 -0.306 4.688
C -4.336 -3.661 -1.461
C -3.985 -4.653 -0.557
C -2.867 -4.496 0.245
C -2.068 -3.356 0.156
C -2.451 -2.373 -0.748
C -3.567 -2.514 -1.552
C -0.853 -3.277 1.012
C -0.967 -3.628 2.376
C 0.134 -3.568 3.174
C 1.392 -3.264 2.611
C 2.584 -3.207 3.368
C 3.773 -2.935 2.755
C 3.823 -2.735 1.360
C 2.682 -2.760 0.609
C 1.434 -2.989 1.229
N 0.292 -2.912 0.466
H -5.209 -3.777 -2.090
H -4.579 -5.554 -0.478
H -2.586 -5.279 0.937
H -3.812 -1.716 -2.239
H -1.940 -3.871 2.778
H 0.061 -3.757 4.238
H 2.533 -3.372 4.437
H 4.684 -2.874 3.336
H 4.775 -2.538 0.883
H 2.712 -2.600 -0.461
C 2.058 2.218 -2.434
C 0.878 3.028 -1.885
C 0.540 4.164 -2.854
P -0.511 1.918 -1.348
C -1.473 2.905 -0.103
C -1.685 4.392 -0.397
C -0.827 2.757 1.279
C -1.671 1.619 -2.762
C -2.613 2.752 -3.165
C -0.927 1.066 -3.978
H 2.888 2.892 -2.658
H 1.788 1.715 -3.365
H 2.411 1.477 -1.719
H 1.198 3.469 -0.933
H 0.303 3.776 -3.845
H 1.415 4.808 -2.964
H -0.289 4.785 -2.527
H -2.449 2.407 -0.081
H -0.739 4.933 -0.336
H -2.345 4.813 0.364
H -2.131 4.589 -1.370
H 0.218 3.082 1.261
H -0.853 1.732 1.643
H -1.349 3.393 1.998
H -2.278 0.800 -2.363
H -2.073 3.613 -3.562
H -3.233 3.087 -2.333
H -3.283 2.395 -3.950
H -0.356 1.843 -4.488
H -1.647 0.665 -4.694
H -0.253 0.255 -3.707
O -1.752 -1.185 -0.842
O -0.778 -1.308 -1.945
*
```

ΔE to the lowest compared entry with this formula, charge and spin   0.00 kJ/mol
HOMO energy   -0.2774 hartree
Kohn-Sham gap   7.07 eV
DFT total energy   -351455.403 eV